No. 1
This record from the OMol25 dataset describes the molecule C4H7ClO in a non-equilibrium geometry. The level of theory is ωB97M-V/def2-TZVPD.

molecular weight	106.6	g/mol
E	-18830.0905	eV
energy relative to the best compared isomer or geometry (same formula, charge and spin)	138.8	kJ/mol
gap between HOMO and LUMO	0.400	hartree
structure (SMILES)	OC[C@@H]1C[C@H]1Cl

ORCA input file:
```
! wB97M-V def2-TZVPD RIJCOSX def2/J DEFGRID3
* xyz 0 1
C -1.3156 -0.1615 0.5217
C 0.1425 0.2642 0.5712
C 0.7354 1.1159 -0.5385
C 1.1250 -0.3350 -0.3736
H -1.1873 -1.9660 -0.2488
H -1.7072 -0.5204 1.5084
H -1.8657 0.6839 0.1901
H 0.5513 0.4744 1.4726
H 1.4774 1.8170 -0.1940
H 0.2059 1.4627 -1.3822
H 0.7284 -1.0017 -1.1098
O -1.6338 -1.1293 -0.5095
Cl 2.7436 -0.7043 0.0924
*
```

***

No. 2
This record from the OMol25 dataset describes the ion C6H11IN with charge +1 in a non-equilibrium geometry. The level of theory is ωB97M-V/def2-TZVPD.

molecular weight	224.1	g/mol
E	-15982.7019	eV
energy relative to the best compared isomer or geometry (same formula, charge and spin)	104.9	kJ/mol
gap between HOMO and LUMO	0.376	hartree
structure (SMILES)	I[C@@]12CCCC[C@@H]1[NH2+]2

ORCA input file:
```
! wB97M-V def2-TZVPD RIJCOSX def2/J DEFGRID3
* xyz 1 1
C -1.3310 -0.4242 0.9667
C -0.5697 -1.4277 0.0873
C -1.1056 0.9931 0.5255
C 0.9681 -1.1504 0.0164
C 0.3284 1.3473 0.1196
C 1.4597 0.2501 -0.2074
N 0.6276 1.0317 -1.2891
I 3.5161 0.6564 0.0247
H -2.4622 -0.6298 0.7255
H -1.0934 -0.7513 2.0399
H -0.5922 -2.5395 0.4714
H -1.0294 -1.4280 -0.9274
H -1.7219 1.1324 -0.3425
H -1.5006 1.6288 1.3091
H 1.5083 -1.5984 0.7562
H 1.3426 -1.6000 -0.8901
H 0.7549 2.2769 0.2984
H -0.0395 0.4887 -1.7779
H 0.9398 1.7440 -1.9063
*
```

***

No. 3
This record from the OMol25 dataset describes the molecule C17H27NO3. The level of theory is ωB97M-V/def2-TZVPD.

molecular weight	293.4	g/mol
E	-25698.8079	eV
energy relative to the best compared isomer or geometry (same formula, charge and spin)	188.0	kJ/mol
gap between HOMO and LUMO	0.332	hartree
structure (SMILES)	Cc1cc(C)c(C)c(OCCOCCN2CCOCC2)c1

ORCA input file:
```
! wB97M-V def2-TZVPD RIJCOSX def2/J DEFGRID3
* xyz 0 1
C 1.2176 2.5970 2.0470
C 2.2571 1.8298 1.2851
C 3.5642 2.2825 1.2184
C 4.5361 1.5714 0.5280
C 4.2022 0.3814 -0.1150
C 2.8808 -0.0790 -0.0473
C 1.9219 0.6428 0.6490
H 0.9016 0.2982 0.7000
O 2.6202 -1.2606 -0.7027
C 1.3210 -1.7905 -0.6794
C 0.3085 -0.9787 -1.5065
O -0.7645 -0.6124 -0.6700
C -1.7115 0.2160 -1.3071
C -2.8637 0.5211 -0.3507
N -3.8827 -0.5093 -0.3966
C -5.1396 -0.0814 0.1935
H -5.4736 0.8338 -0.3004
C -6.1812 -1.1811 -0.0192
O -5.7748 -2.3980 0.5585
C -4.5371 -2.8071 0.0229
C -3.4592 -1.7470 0.2386
H -2.5201 -2.0731 -0.2059
H -3.3033 -1.6030 1.3227
H -4.2753 -3.7358 0.5326
H -4.6447 -2.9975 -1.0558
H -7.1266 -0.9154 0.4572
H -6.3396 -1.3160 -1.1000
H -5.0366 0.1153 1.2757
H -2.4500 0.6546 0.6630
H -3.3280 1.4596 -0.6623
H -1.2238 1.1545 -1.6136
H -2.1073 -0.2784 -2.2056
H -0.0662 -1.5658 -2.3577
H 0.8037 -0.0809 -1.9072
H 0.9393 -1.8719 0.3460
H 1.4324 -2.7964 -1.0903
C 5.2374 -0.3989 -0.8689
H 5.6665 0.2059 -1.6674
H 6.0481 -0.6984 -0.2054
H 4.7925 -1.2884 -1.3023
C 5.9433 2.0854 0.4730
H 6.6332 1.3609 0.9040
H 6.2491 2.2594 -0.5581
H 6.0333 3.0186 1.0229
H 3.8318 3.2067 1.7107
H 0.2188 2.3545 1.6916
H 1.3779 3.6686 1.9480
H 1.2708 2.3469 3.1072
*
```

***

No. 4
This record from the OMol25 dataset describes a structure of composition C35H55MnNOSbSi. The level of theory is ωB97M-V/def2-TZVPD.

molecular weight	710.6	g/mol
E	-86456.2710	eV
energy relative to the best compared isomer or geometry (same formula, charge and spin)	0.0	kJ/mol
gap between HOMO and LUMO (alpha / beta)	0.313 / 0.320	hartree

ORCA input file:
```
! wB97M-V def2-TZVPD RIJCOSX def2/J DEFGRID3
* xyz 1 6
Mn -0.1990 0.1777 -0.0386
C 3.7294 -0.7268 -2.0938
C 3.8325 -0.2472 -0.6481
C 5.2940 0.0977 -0.3464
C 2.9008 0.9091 -0.3196
C 3.0734 1.6496 0.8523
C 2.2738 2.7369 1.1492
C 1.2599 3.1589 0.2891
C 0.5218 4.4402 0.5552
C 1.0472 2.4029 -0.8625
C 1.8560 1.2959 -1.1591
H 4.3710 -1.5949 -2.2444
H 4.0668 0.0522 -2.7812
H 2.7225 -1.0068 -2.4092
H 3.5571 -1.0715 0.0264
H 5.6021 0.9761 -0.9167
H 5.9411 -0.7315 -0.6305
H 5.4712 0.3003 0.7075
H 3.8525 1.3763 1.5504
H 2.4639 3.2984 2.0566
H 0.0751 4.4508 1.5514
H -0.2635 4.6162 -0.1780
H 1.2115 5.2836 0.5026
H 0.2992 2.7180 -1.5842
H 1.7060 0.7860 -2.1046
C 0.3873 -0.5234 1.8662
Si -0.8829 -0.0390 3.0816
C -1.8148 1.3879 2.2358
N -2.1473 1.1169 0.8055
C -2.4804 2.3714 0.0914
C -3.6979 3.0957 0.6608
C -4.8403 2.1069 0.9623
C -4.5981 0.7918 0.2337
C -3.2946 0.1573 0.7094
C -0.2773 0.7224 4.6800
C 0.5853 1.8238 4.6198
C 1.0679 2.4366 5.7650
C 0.6938 1.9515 7.0118
C -0.1542 0.8593 7.1003
C -0.6332 0.2536 5.9449
C -2.0608 -1.4422 3.4884
C -3.2694 -1.2164 4.1579
C -4.1290 -2.2563 4.4754
C -3.7943 -3.5599 4.1300
C -2.5998 -3.8140 3.4765
C -1.7449 -2.7624 3.1644
H 0.7372 -1.5510 1.9913
H 1.2653 0.1021 2.0910
H -1.1053 2.2271 2.2516
H -2.6954 1.7310 2.7889
H -2.6377 2.1178 -0.9615
H -1.6015 3.0121 0.1288
H -4.0164 3.8513 -0.0601
H -3.4132 3.6393 1.5624
H -5.8021 2.5347 0.6814
H -4.8971 1.9083 2.0360
H -4.5880 0.9639 -0.8461
H -5.4040 0.0791 0.4186
H -3.0180 -0.6915 0.0781
H -3.4592 -0.2616 1.6998
H 0.8972 2.2107 3.6530
H 1.7331 3.2875 5.6919
H 1.0656 2.4248 7.9112
H -0.4422 0.4754 8.0701
H -1.2913 -0.6028 6.0363
H -3.5492 -0.2059 4.4414
H -5.0561 -2.0545 4.9959
H -4.4614 -4.3749 4.3790
H -2.3300 -4.8292 3.2148
H -0.8100 -2.9829 2.6621
O 0.9995 -2.1566 -0.8104
H 0.7966 -2.5914 0.0265
H 1.9628 -2.1077 -0.8182
C -4.1850 -1.3430 -3.8121
C -3.2092 -0.2597 -3.3665
Sb -1.4752 -0.9809 -2.3458
C -1.9541 -3.0235 -1.9755
C -2.7384 -3.2838 -0.6966
C -0.1508 -1.2357 -3.9907
C -0.7689 -1.9410 -5.1917
H -5.0345 -0.9054 -4.3383
H -4.5826 -1.9026 -2.9641
H -3.7184 -2.0604 -4.4873
H -3.7012 0.4607 -2.7129
H -2.8298 0.3105 -4.2173
H -0.9892 -3.5318 -1.9628
H -2.4913 -3.3848 -2.8532
H -2.2186 -2.9145 0.1909
H -2.9020 -4.3524 -0.5491
H -3.7213 -2.8084 -0.7152
H 0.6954 -1.7972 -3.5888
H 0.2254 -0.2473 -4.2638
H -1.1463 -2.9313 -4.9331
H -0.0340 -2.0761 -5.9868
H -1.5973 -1.3712 -5.6143
*
```

***

No. 5
This record from the OMol25 dataset describes a cluster of 2 separate species, C9H24BBrN2O5P in total in a non-equilibrium geometry. The level of theory is ωB97M-V/def2-TZVPD.

molecular weight	362.0	g/mol
E	-102952.6234	eV
gap between HOMO and LUMO	0.286	hartree

ORCA input file:
```
! wB97M-V def2-TZVPD RIJCOSX def2/J DEFGRID3
* xyz -1 1
N 3.0100 -1.3943 2.9849
B 1.6919 -1.3275 2.1683
C 1.2212 0.2420 1.7727
C 1.8016 0.7726 0.5360
O 1.1844 1.1368 -0.4646
C 1.7107 -2.3638 0.8886
C 3.0551 -2.3813 0.1559
C 3.0594 -2.8488 -1.2882
Br 1.7623 -1.9720 -2.4465
P 0.2888 -2.0059 3.3624
O 0.5259 -3.3052 4.0548
O -1.1060 -2.1144 2.5254
O -0.0297 -0.8633 4.4879
H 3.5910 -0.5857 2.8153
H 2.8544 -1.4616 3.9791
H 0.1383 0.3491 1.7350
H 1.5869 0.8676 2.5922
H 2.9110 0.8394 0.5081
H 1.5466 -3.3597 1.3036
H 0.8728 -2.1400 0.2299
H 3.6841 -3.0969 0.6837
H 3.5632 -1.4232 0.2471
H 4.0200 -2.6237 -1.7424
H 2.9179 -3.9204 -1.3650
H -1.5623 -2.9052 2.8227
H -0.2945 -1.3114 5.2937
C -2.9088 1.4298 -0.8783
C -1.7954 1.5648 -1.9125
C -1.6427 2.9761 -2.4886
O -2.6342 3.3636 -3.4324
C -3.8471 3.8169 -2.8737
N -1.9944 0.5556 -2.9598
H -3.8966 1.3742 -1.3402
H -2.7713 0.5127 -0.3064
H -2.9028 2.2676 -0.1773
H -0.8568 1.3390 -1.4041
H -0.6976 3.0165 -3.0346
H -1.5833 3.7222 -1.6848
H -3.6779 4.3717 -1.9455
H -4.5367 2.9914 -2.6789
H -4.3155 4.4844 -3.5990
H -1.1837 0.5440 -3.5718
H -2.7602 0.8663 -3.5523
*
```

***

No. 6
This record from the OMol25 dataset describes a cluster of 2 separate species, C4H13N2O in total in a non-equilibrium geometry. The level of theory is ωB97M-V/def2-TZVPD.

molecular weight	105.2	g/mol
E	-9379.5829	eV
energy relative to the best compared isomer or geometry (same formula, charge and spin)	193.1	kJ/mol
gap between HOMO and LUMO	0.381	hartree

ORCA input file:
```
! wB97M-V def2-TZVPD RIJCOSX def2/J DEFGRID3
* xyz 1 1
C 1.1437 1.7222 -2.0702
C 0.7502 0.2414 -1.8833
C 0.0725 -0.1161 -0.5791
C -0.7596 -1.1474 -0.5225
N -1.2384 -1.5942 0.8369
N 0.4535 0.5587 0.5791
H 0.8595 2.0746 -3.0638
H 0.7430 2.5009 -1.4201
H 2.2346 1.8146 -2.0610
H 0.0390 0.1310 -2.6995
H 1.5545 -0.4721 -2.0317
H -0.9156 -2.0011 -1.1639
H -1.2004 -2.6049 0.9340
H -2.2003 -1.2986 1.0007
H -0.6733 -1.0683 1.5531
H 1.3381 1.0458 0.5172
H -0.1950 1.2355 0.9507
H -1.4117 -0.3325 4.0063
H 0.0768 -0.0541 3.6181
O -0.6711 -0.6355 3.4990
*
```